Entry 1:
This record from the Open Molecules 2025 dataset describes a structure of composition C5H7IN. The level of theory is ωB97M-V with the def2-TZVPD basis set.

The energy above the lowest of the compared OMol25 structures with the same formula, charge and spin is 4.600 eV. The charge is +1. As for the highest occupied orbital energy: -0.472 Eh. The calculation puts the LUMO energy at -4.7 eV.

XYZ file:
```
14
Properties=species:S:1:pos:R:3:forces:R:3:mulliken_charge:R:1
C -1.03079 -0.75712 0.61377 0.266 0.000 1.316 -0.6077
C 0.00242 -1.66660 0.58664 -0.445 0.909 0.354 0.1153
C 0.91207 -2.13247 -0.47512 -1.888 1.126 -1.161 -0.2332
C 0.90306 -0.65382 -0.40104 -1.870 -0.823 -0.872 -0.4482
C -0.44125 0.01378 -0.47517 -1.454 1.295 -0.469 0.3832
N -0.28549 1.90303 0.06145 -0.405 -2.250 2.030 -0.6256
I -1.46237 0.15734 -2.45542 0.496 -0.082 1.311 0.2173
H -1.88880 -0.72042 1.37233 0.935 -0.088 -1.880 0.3611
H 1.79851 -2.47799 -0.10877 2.316 -1.420 0.574 0.2550
H 0.39204 -2.70934 -1.26647 0.464 0.438 0.427 0.2532
H 1.69321 -0.05230 -0.05898 1.048 0.160 0.808 0.2998
H 0.62908 1.95331 0.57603 -1.117 0.405 -0.903 0.3462
H -1.06858 1.95052 0.80889 1.588 0.327 -1.943 0.3614
H -0.39147 2.53745 -0.73110 0.065 0.003 0.410 0.3225
```
Forces are in eV/Å.

=====

Entry 2:
This record from the Open Molecules 2025 dataset describes a cluster of 2 separate species, C4H10N2O3 in total. The level of theory is ωB97M-V with the def2-TZVPD basis set.

The energy above the lowest of the compared OMol25 structures with the same formula, charge and spin is 7.411 eV. The structure (SMILES) is NC(=O)N(O)O.C=CC. As for the highest occupied orbital energy (spin up / spin down): -0.324 / -0.324 Eh. The calculation puts the LUMO energy (spin up / spin down) at -0.4 / -0.4 eV.

XYZ file:
```
19
Properties=species:S:1:pos:R:3:forces:R:3:mulliken_charge:R:1
N -1.57095 0.95846 -1.00250 1.410 -0.533 -0.344 -0.4664
C -1.15716 0.11301 0.02740 -3.777 -0.113 2.287 0.6066
O -1.86239 -0.87510 0.31702 1.382 0.875 -1.121 -0.7533
N -0.84603 0.98893 1.26558 1.614 2.289 -0.997 0.0671
O 0.56366 1.22663 1.65222 -2.278 -0.639 0.996 -0.4264
O -1.57712 0.55520 2.33427 0.039 -0.951 0.622 -0.4466
H -2.56120 0.90614 -1.18813 0.179 -0.333 -0.116 0.2792
H -1.20344 1.89771 -0.98784 -0.029 -0.123 0.173 0.2231
H 0.75019 0.50863 2.29025 0.001 0.185 0.027 0.3534
H -2.12743 -0.19502 1.97714 0.866 0.241 0.140 0.3746
C 1.25003 -1.66111 0.22135 -1.107 -0.647 -0.467 -0.7107
C 0.94759 -0.48834 -0.34553 3.321 1.729 1.334 0.3841
C 1.35785 -0.05991 -1.72607 -0.670 -0.424 -0.215 -1.3183
H 1.01144 -1.87662 1.25507 0.200 0.273 0.243 0.2095
H 1.51077 -2.55354 -0.33513 0.150 -0.022 -0.249 0.2926
H 1.18931 0.39230 0.42444 -1.410 -1.796 -1.619 0.2936
H 1.27722 1.02669 -1.78896 -0.010 -0.120 -0.251 0.2834
H 0.66376 -0.51555 -2.43244 0.203 0.174 -0.408 0.3321
H 2.38389 -0.34851 -1.95816 -0.086 -0.065 -0.034 0.4224
```
Forces are in eV/Å.

=====

Entry 3:
This record from the Open Molecules 2025 dataset describes a structure of composition C4H5NO2. The level of theory is ωB97M-V with the def2-TZVPD basis set.

The energy above the lowest of the compared OMol25 structures with the same formula, charge and spin is 6.934 eV. As for the highest occupied orbital energy: -0.319 Eh. The calculation puts the LUMO energy at 0.8 eV.

XYZ file:
```
12
Properties=species:S:1:pos:R:3:forces:R:3:mulliken_charge:R:1
C 0.44625 -1.30643 -0.15894 -0.248 -1.050 -0.060 -0.8359
C 1.22662 -0.18138 0.29685 -1.583 0.822 0.562 1.1252
C -1.01170 -0.88163 -0.13775 0.551 -0.061 -2.780 -0.1716
C -1.06313 0.62163 0.05674 -0.043 2.117 1.738 -0.4461
N 0.44109 0.98265 -0.01697 -2.780 2.054 2.049 -0.3580
O 0.93450 0.17767 -1.03150 0.954 -0.664 -3.728 -0.2507
O 2.42982 -0.00252 0.76268 1.872 0.790 0.634 -0.5330
H -1.44369 -1.11019 -1.17387 0.624 -0.039 1.409 0.1974
H -1.45948 -1.57911 0.50523 -1.076 -0.446 1.389 0.4307
H -1.60170 1.20237 -0.70849 0.600 -0.584 -0.347 0.2417
H -1.59037 1.12414 0.98484 1.641 -1.478 -1.127 0.2363
H 2.69179 0.95281 0.62118 -0.512 -1.460 0.261 0.3642
```
Forces are in eV/Å.

=====

Entry 4:
This record from the Open Molecules 2025 dataset describes a structure of composition C4H15BBeF6NO10S2. The level of theory is ωB97M-V with the def2-TZVPD basis set.

The energy above the lowest of the compared OMol25 structures with the same formula, charge and spin is 0.000 eV. The charge is -1. As for the highest occupied orbital energy: -0.210 Eh. The calculation puts the LUMO energy at 2.2 eV.

XYZ file:
```
40
Properties=species:S:1:pos:R:3:forces:R:3:mulliken_charge:R:1
Be 0.02999 -0.53737 -0.53775 1.925 -0.404 -1.398 1.6437
C -0.19028 3.10329 1.56663 0.156 0.168 0.422 0.6964
F 0.58464 3.85997 2.35525 0.030 -0.330 0.206 -0.2314
F -1.30572 3.80003 1.35883 -0.035 -0.408 -0.210 -0.2253
F 0.45339 2.89202 0.43388 -0.256 0.110 0.017 -0.1368
S -0.47854 1.41936 2.37154 0.450 -0.231 -0.365 0.8501
O 0.84206 0.89280 2.50541 -0.021 -0.221 -0.836 -0.6204
O -1.20395 1.50658 3.59750 -0.350 0.425 -0.210 -0.5604
N -1.35423 0.67480 1.09481 3.483 0.372 1.474 -0.5149
S -2.87907 0.77559 1.37135 -3.332 -0.258 -1.219 0.8239
O -3.36208 1.85923 2.16775 0.398 -0.119 0.240 -0.5752
O -3.55267 0.60523 0.10853 0.197 -0.562 0.188 -0.6521
C -3.31618 -0.80131 2.33269 0.638 0.798 0.041 0.6923
F -3.33288 -1.80747 1.46833 -0.479 -0.340 -0.042 -0.2384
F -2.45791 -1.14202 3.30644 0.318 0.223 -0.164 -0.2535
F -4.49087 -0.63552 2.91915 -0.521 -0.196 -0.246 -0.2409
C 4.43297 1.24386 -1.35364 -0.097 -0.091 0.675 -1.2352
C 2.96702 0.85662 -1.43349 -0.470 -1.694 -0.890 0.8010
O 2.47057 0.81540 -2.58635 -0.033 1.079 -0.012 -0.7567
O 2.36673 0.46075 -0.39514 -0.774 0.153 0.534 -0.5517
H 4.61645 2.01911 -2.09339 0.146 0.243 0.282 0.3336
H 5.09092 0.40844 -1.59791 -0.306 -0.219 -0.144 0.2746
H 4.65132 1.49587 -0.31473 0.216 0.461 -0.181 0.2992
B 1.08672 -2.23791 -2.15469 -0.059 -0.196 0.599 0.1280
H 0.69305 -2.63213 -1.09971 -0.263 -0.308 0.584 -0.3257
H 0.66267 -2.85426 -3.07418 -0.989 -0.219 -0.405 -0.2366
H 0.79812 -1.07009 -2.29465 -0.277 1.161 0.283 -0.0630
H 2.24584 -2.46509 -2.16366 0.854 0.538 0.223 -0.2208
O 1.11904 -1.64675 1.47673 -0.341 0.232 0.033 -0.3642
H 1.65520 -2.42987 1.62360 0.046 -0.063 -0.420 0.2243
H 0.75158 -1.42130 2.33755 0.151 0.326 -0.004 0.2226
O 0.01810 1.51567 -1.97216 -0.131 -0.431 0.241 -0.5717
H -0.27585 2.37461 -2.28190 -0.249 -0.010 0.211 0.2289
H 0.95501 1.41157 -2.29072 0.171 -0.559 -0.098 0.2774
O -1.03077 -2.77057 0.19560 -0.609 0.069 0.240 -0.3752
H -1.30759 -3.11699 1.04936 -0.093 0.180 0.069 0.2152
H -1.06616 -3.51608 -0.41154 0.256 0.179 -0.265 0.2293
O -1.92314 -0.87153 -2.46957 0.071 0.179 0.249 -0.5089
H -2.69503 -0.29789 -2.40818 0.027 0.066 0.225 0.2787
H -2.26852 -1.73664 -2.70755 0.152 -0.100 0.074 0.2400
```
Forces are in eV/Å.

=====

Entry 5:
This record from the Open Molecules 2025 dataset describes a cluster of 2 separate species, C7H9NOS in total. The level of theory is ωB97M-V with the def2-TZVPD basis set.

The energy above the lowest of the compared OMol25 structures with the same formula, charge and spin is 2.006 eV. The structure (SMILES) is Cc1cscn1.O=C1CC1. As for the highest occupied orbital energy: -0.332 Eh. The calculation puts the LUMO energy at 0.7 eV.

XYZ file:
```
19
Properties=species:S:1:pos:R:3:forces:R:3:mulliken_charge:R:1
C -0.95072 1.58266 0.50644 -0.177 0.697 -2.719 -1.0016
C -1.89656 0.51498 0.04415 -0.176 -0.590 -0.853 0.4604
C -1.62168 -0.28909 -1.01756 2.298 0.059 -0.618 -0.1530
S -2.95047 -1.34290 -1.42358 0.713 1.285 1.032 -0.1280
C -3.80620 -0.58097 -0.09112 0.566 -0.541 0.130 -0.0641
N -3.16035 0.32538 0.58361 -0.087 -0.257 -0.393 -0.5642
H -0.00643 1.28750 0.88814 0.734 -0.633 0.116 0.1276
H -0.77510 2.37797 -0.30051 -0.152 -1.287 0.890 0.2591
H -1.42379 2.08842 1.25347 -1.283 1.496 2.285 0.4298
H -0.54431 -0.21836 -1.45097 -2.411 -0.601 0.170 0.2472
H -4.73403 -1.04607 0.22043 -0.133 0.463 -0.064 0.4110
O 2.04757 -0.61857 -1.91405 -0.248 0.219 -0.810 -0.5019
C 2.48040 -0.56393 -0.81496 0.652 -0.506 2.045 0.5336
C 2.66963 0.14674 0.47308 -2.935 0.296 -0.307 -0.3818
C 3.08361 -1.31290 0.33801 0.121 -1.537 -0.358 -0.4890
H 1.61956 0.34895 0.92555 2.086 -0.608 -0.436 0.0086
H 3.35198 0.90772 0.68030 1.059 1.154 0.077 0.3276
H 4.17571 -1.59625 0.16489 -1.580 0.557 0.645 0.2498
H 2.44117 -2.01127 0.93469 0.953 0.332 -0.832 0.2290
```
Forces are in eV/Å.

=====

Largest force on an atom (eV/Å)
3.1; 4.4; 4.0; 3.8; 3.0